# 1
DFT (the ωB97M-V functional and the def2-TZVPD basis) results for C36H26GeN8Pd as an isolated structure in a non-equilibrium geometry.

Computed properties:
- energy relative to the best compared isomer or geometry (same formula, charge and spin) (kJ/mol) = 65.5
- HOMO (alpha / beta) (eV) = -6.4 / -6.4
- LUMO energy (alpha / beta) (eV) = -1.7 / -1.7
- total energy (a.u.) = -4030.323356

Each line ends with the Mulliken charge.
Element x y z (Å)
Pd1 0.18 0.58 0.25  1.130
C1 -6.34 0.57 -0.42  -0.640
C2 -6.25 -0.62 0.32  -0.761
C3 -5.03 -1.10 0.75  -0.189
C4 -3.90 -0.37 0.40  0.542
C5 -2.51 -0.50 0.81  -0.560
N1 -1.79 0.50 0.21  -0.137
C6 -2.62 1.33 -0.45  -0.309
N2 -2.29 2.50 -0.98  -0.613
C7 -1.06 2.95 -1.03  -0.239
C8 -0.70 4.30 -1.44  0.468
C9 -1.47 5.41 -1.76  -0.221
C10 -0.82 6.58 -2.08  -0.605
C11 0.58 6.65 -2.10  -0.590
C12 1.36 5.55 -1.78  -0.262
C13 0.70 4.37 -1.44  0.423
C14 1.18 3.06 -1.03  -0.312
N3 2.44 2.72 -0.95  -0.590
C15 2.89 1.63 -0.35  -0.183
N4 2.15 0.81 0.44  -0.045
C16 2.98 -0.07 1.10  -0.544
N5 2.64 -0.76 2.17  -0.565
C17 1.39 -0.93 2.54  0.318
N6 0.33 -1.15 1.64  0.492
C18 -0.87 -1.16 2.35  -0.315
N7 -2.09 -1.25 1.81  -0.033
C19 -0.56 -1.08 3.75  0.165
C20 -1.39 -1.06 4.87  -0.577
C21 -0.79 -0.91 6.11  -0.693
C22 0.59 -0.75 6.23  -0.627
C23 1.41 -0.75 5.12  -0.434
C24 0.84 -0.93 3.87  0.023
C25 4.33 0.13 0.61  0.272
C26 5.52 -0.53 0.88  -0.442
C27 6.66 -0.09 0.23  -0.557
C28 6.61 0.99 -0.66  -0.626
C29 5.43 1.66 -0.92  -0.130
C30 4.27 1.20 -0.30  0.148
N8 0.10 2.26 -0.80  -0.334
C31 -3.97 0.80 -0.36  0.100
C32 -5.21 1.29 -0.77  -0.043
H1 -7.32 0.93 -0.72  0.387
H2 -7.16 -1.15 0.57  0.413
H3 -4.94 -2.00 1.34  0.521
H4 -2.55 5.34 -1.75  0.551
H5 -1.39 7.47 -2.32  0.397
H6 1.06 7.58 -2.35  0.393
H7 2.44 5.59 -1.78  0.540
H8 -2.46 -1.17 4.74  0.533
H9 -1.41 -0.90 7.00  0.425
H10 1.02 -0.62 7.22  0.406
H11 2.49 -0.62 5.21  0.521
H12 5.55 -1.35 1.59  0.530
H13 7.61 -0.59 0.41  0.410
H14 7.52 1.30 -1.15  0.391
H15 5.40 2.50 -1.59  0.524
H16 -5.28 2.22 -1.32  0.519
C33 1.05 -4.41 -0.78  -1.419
Ge1 -0.42 -3.41 0.10  0.749
C34 -2.03 -3.52 -1.02  -1.258
C35 -0.74 -4.20 1.89  -1.346
C36 0.44 -1.62 0.29  -0.453
H17 0.78 -5.46 -0.94  0.401
H18 1.95 -4.39 -0.15  0.409
H19 1.29 -3.97 -1.74  0.390
H20 -2.29 -4.57 -1.17  0.427
H21 -1.86 -3.06 -2.00  0.340
H22 -2.87 -3.02 -0.54  0.340
H23 -0.76 -5.29 1.80  0.507
H24 -1.69 -3.87 2.30  0.362
H25 0.06 -3.93 2.59  0.375
H26 1.49 -1.72 0.01  0.811


# 2
DFT (the ωB97M-V functional and the def2-TZVPD basis) results for C36H27BrCuN7 as an isolated structure.

Computed properties:
- 2S+1 = 2
- HOMO (alpha / beta) (eV) = -3.9 / -3.9
- LUMO energy (alpha / beta) (eV) = 2.5 / 2.2
- total energy (a.u.) = -5985.741761
- total charge = -1

Each line ends with the Mulliken charge.
Element x y z (Å)
Cu1 -1.51 0.07 -0.90  -1.110
C1 5.06 -1.31 4.21  -1.537
C2 3.74 -1.26 3.48  0.583
C3 2.54 -1.65 4.08  -1.200
C4 1.33 -1.56 3.43  -0.317
C5 1.20 -1.09 2.09  0.720
N1 0.00 -0.94 1.47  0.018
C6 -1.02 -1.73 1.90  0.284
C7 -0.93 -3.13 2.09  -0.248
C8 -2.03 -3.91 2.40  -1.005
C9 -3.31 -3.36 2.57  0.802
C10 -4.50 -4.22 2.87  -1.516
C11 -3.42 -1.99 2.41  -0.162
C12 -2.32 -1.21 2.09  -0.919
N2 -2.53 0.21 1.99  0.748
C13 -2.95 1.03 2.97  -0.127
C14 -2.99 2.30 2.45  -1.085
C15 -2.55 2.16 1.13  0.015
N3 -2.27 0.89 0.87  -0.325
C16 2.43 -0.69 1.51  -0.333
C17 3.64 -0.78 2.19  -0.262
N4 2.49 -0.22 0.16  0.925
C18 3.20 -0.79 -0.84  -0.286
C19 3.13 0.07 -1.92  -0.939
C20 2.34 1.13 -1.46  -0.304
N5 1.96 0.96 -0.20  -0.789
H1 5.11 -2.18 4.87  0.371
H2 5.89 -1.39 3.51  0.359
H3 5.23 -0.42 4.82  0.267
H4 2.56 -2.02 5.11  0.341
H5 0.43 -1.85 3.95  0.359
H6 0.04 -3.59 1.97  0.483
H7 -1.90 -4.98 2.52  0.301
H8 -4.20 -5.19 3.28  0.380
H9 -5.17 -3.75 3.59  0.355
H10 -5.10 -4.43 1.97  0.259
H11 -4.38 -1.50 2.51  0.398
H12 -3.17 0.64 3.95  0.441
H13 -3.28 3.21 2.96  0.408
H14 -2.40 2.90 0.36  0.339
H15 4.53 -0.44 1.66  0.368
H16 3.67 -1.74 -0.70  0.499
H17 3.56 -0.08 -2.90  0.460
H18 2.01 2.01 -2.00  0.321
N6 1.06 8.92 -4.72  -0.550
C21 0.75 7.91 -4.28  0.047
C22 0.35 6.64 -3.73  0.579
C23 -0.70 5.92 -4.30  -0.710
C24 -1.08 4.71 -3.77  -0.385
C25 -0.42 4.17 -2.65  0.335
C26 0.64 4.90 -2.09  -0.177
C27 1.02 6.11 -2.62  -0.785
C28 -0.81 2.91 -2.10  0.637
C29 -1.10 1.82 -1.65  -1.342
H19 -1.21 6.33 -5.16  0.414
H20 -1.90 4.15 -4.21  0.464
H21 1.15 4.49 -1.23  0.559
H22 1.84 6.67 -2.18  0.424
Br1 1.82 -3.65 -5.35  -0.255
C30 0.88 -2.59 -4.07  -0.004
C31 0.15 -1.49 -4.51  -0.533
C32 -0.53 -0.72 -3.57  -0.258
C33 -0.50 -1.02 -2.21  0.301
C34 0.26 -2.13 -1.82  0.895
C35 0.95 -2.91 -2.73  -0.586
H23 0.12 -1.24 -5.56  0.415
H24 -1.08 0.15 -3.92  0.311
H25 0.32 -2.38 -0.76  0.132
H26 1.54 -3.76 -2.41  0.484
N7 -2.76 -2.79 -0.87  -0.164
C36 -2.56 -1.65 -0.74  0.076
H27 -2.39 -3.64 -1.27  0.336


# 3
DFT (the ωB97M-V functional and the def2-TZVPD basis) results for C36H27CrN6O5PSSe2 as an isolated structure in a non-equilibrium geometry.

Computed properties:
- energy relative to the best compared isomer or geometry (same formula, charge and spin) (kJ/mol) = 61.7
- 2S+1 = 5
- HOMO (alpha / beta) (eV) = -0.7 / -1.2
- LUMO energy (alpha / beta) (eV) = 4.0 / 3.9
- total energy (a.u.) = -8679.836594
- total charge = -2

Each line ends with the Mulliken charge.
Element x y z (Å)
Cr1 0.06 0.13 -0.44  -0.781
O1 -2.62 -0.28 -1.51  -0.665
N1 -1.79 0.72 -1.09  1.209
C1 -2.31 1.88 -1.26  -1.116
C2 -1.78 3.21 -0.92  0.995
C3 -2.52 4.26 -1.48  -1.171
C4 -2.23 5.58 -1.21  -0.783
C5 -1.18 5.89 -0.35  -0.903
C6 -0.45 4.87 0.21  -0.260
C7 -0.71 3.53 -0.06  0.656
P1 0.34 2.28 0.76  1.513
C8 2.03 2.91 0.49  0.764
C9 2.34 3.76 -0.56  -1.346
C10 3.66 4.12 -0.81  -0.903
C11 4.68 3.63 -0.01  -0.799
C12 4.38 2.78 1.04  -0.924
C13 3.07 2.42 1.29  -0.497
C14 0.04 2.71 2.52  0.961
C15 0.84 3.62 3.21  -0.490
C16 0.54 3.97 4.52  -0.796
C17 -0.56 3.41 5.15  -0.545
C18 -1.36 2.51 4.46  -0.772
C19 -1.06 2.16 3.15  -0.992
H1 -2.24 -1.15 -1.20  0.333
H2 -3.31 1.89 -1.69  0.367
H3 -3.35 4.02 -2.13  0.420
H4 -2.81 6.37 -1.67  0.370
H5 -0.94 6.92 -0.13  0.427
H6 0.37 5.11 0.88  0.404
H7 1.57 4.12 -1.23  0.750
H8 3.88 4.75 -1.67  0.420
H9 5.71 3.89 -0.23  0.350
H10 5.17 2.36 1.65  0.404
H11 2.85 1.73 2.10  0.872
H12 1.72 4.05 2.74  0.367
H13 1.18 4.66 5.05  0.407
H14 -0.79 3.67 6.17  0.366
H15 -2.22 2.06 4.94  0.488
H16 -1.69 1.46 2.62  0.587
O2 -2.58 0.19 1.52  -0.900
C20 -1.90 -0.84 1.57  0.508
O3 -0.81 -0.95 0.90  0.863
C21 -2.31 -2.00 2.45  0.062
C22 -3.55 -1.83 3.08  -0.825
C23 -4.09 -2.76 3.94  -0.789
C24 -3.35 -3.92 4.20  -0.346
C25 -2.14 -4.11 3.60  -0.891
C26 -1.55 -3.19 2.69  0.604
S1 -0.02 -3.64 2.04  -0.537
H17 -4.09 -0.92 2.86  0.402
H18 -5.06 -2.60 4.39  0.347
H19 -3.74 -4.67 4.87  0.346
H20 -1.57 -5.01 3.80  0.352
Se1 4.92 -0.51 -1.72  -0.011
N2 5.39 -0.83 0.00  -1.087
C27 4.27 -0.78 0.71  0.733
C28 4.17 -0.98 2.10  -0.846
C29 2.91 -0.90 2.68  -1.057
C30 1.80 -0.61 1.91  -0.638
N3 1.85 -0.37 0.58  1.721
C31 3.05 -0.50 -0.03  0.225
N4 3.17 -0.32 -1.33  -0.310
H21 5.06 -1.22 2.67  0.397
H22 2.77 -1.11 3.73  0.443
H23 0.82 -0.59 2.37  0.318
O4 1.45 -1.08 -3.50  -0.656
C32 0.91 -1.82 -2.72  0.230
C33 1.05 -3.35 -2.76  -0.592
C34 0.05 -3.84 -1.71  -0.699
C35 -0.73 -2.58 -1.42  0.592
O5 -1.90 -2.53 -1.06  -0.705
N5 0.00 -1.47 -1.73  0.720
H24 2.09 -3.61 -2.57  0.298
H25 0.79 -3.69 -3.76  0.309
H26 0.51 -4.12 -0.76  0.021
H27 -0.60 -4.65 -2.03  0.410
Se2 1.89 2.96 -4.01  -0.246
C36 1.25 1.92 -2.73  0.539
N6 0.79 1.31 -1.84  -0.989


# 4
DFT (the ωB97M-V functional and the def2-TZVPD basis) results for C36H27GeN3Os as an isolated structure.

Computed properties:
- energy relative to the best compared isomer or geometry (same formula, charge and spin) (kJ/mol) = 0.0
- 2S+1 = 6
- HOMO (alpha / beta) (eV) = -16.1 / -16.5
- LUMO energy (alpha / beta) (eV) = -8.8 / -12.2
- total energy (a.u.) = -3718.865000
- total charge = +3

Each line ends with the Mulliken charge.
Element x y z (Å)
Os1 0.29 0.95 -0.30  0.698
C1 3.68 -0.39 -2.76  -1.053
C2 2.38 -0.21 -2.30  0.086
N1 2.10 0.54 -1.23  -0.047
C3 3.13 1.17 -0.56  0.483
C4 4.46 0.98 -0.94  1.028
C5 4.72 0.18 -2.08  -0.557
C6 5.50 1.60 -0.19  -0.723
C7 5.19 2.37 0.91  -1.112
C8 3.86 2.62 1.26  -0.571
C9 2.81 2.08 0.51  0.135
N2 1.47 2.30 0.68  -0.290
C10 0.80 3.32 1.30  0.197
C11 1.33 4.51 1.79  -0.617
C12 0.52 5.46 2.41  -1.141
C13 -0.84 5.26 2.51  -0.786
C14 -1.44 4.11 1.94  0.973
C15 -2.84 3.92 1.92  -0.542
C16 -3.37 2.83 1.28  -1.175
C17 -2.51 1.92 0.67  0.481
N3 -1.18 2.04 0.70  0.176
C18 -0.63 3.14 1.33  0.463
H1 3.85 -1.00 -3.64  0.477
H2 1.54 -0.69 -2.78  0.624
H3 5.75 0.04 -2.40  0.490
H4 6.53 1.44 -0.48  0.449
H5 5.98 2.80 1.51  0.442
H6 3.66 3.20 2.14  0.728
H7 2.38 4.73 1.67  0.709
H8 0.97 6.36 2.80  0.440
H9 -1.47 6.00 2.98  0.459
H10 -3.48 4.65 2.39  0.496
H11 -4.43 2.66 1.23  0.514
H12 -2.90 1.06 0.12  0.190
C19 1.92 -4.33 -2.93  -0.604
C20 0.69 -3.94 -3.42  -0.706
C21 -0.12 -3.09 -2.67  -0.054
C22 0.30 -2.63 -1.42  -0.122
C23 1.55 -3.03 -0.94  0.162
C24 2.36 -3.88 -1.69  -0.916
Ge1 -0.82 -1.42 -0.43  -0.264
C25 -2.58 -1.07 -1.15  0.272
C26 -3.74 -1.50 -0.51  0.059
C27 -4.99 -1.17 -1.03  -0.846
C28 -5.08 -0.41 -2.19  -0.530
C29 -3.93 0.01 -2.84  -0.875
C30 -2.69 -0.31 -2.32  -0.007
C31 -1.10 -2.25 1.35  0.258
C32 -1.81 -1.60 2.42  0.298
C33 -2.15 -2.24 3.63  -0.750
C34 -1.76 -3.53 3.83  -0.467
C35 -1.05 -4.20 2.79  -0.583
C36 -0.72 -3.55 1.58  -0.256
H13 2.55 -5.00 -3.51  0.465
H14 0.35 -4.29 -4.38  0.476
H15 -1.09 -2.80 -3.06  0.389
H16 1.92 -2.67 0.02  0.491
H17 3.32 -4.20 -1.30  0.471
H18 -3.69 -2.11 0.38  0.424
H19 -5.89 -1.52 -0.54  0.477
H20 -6.05 -0.17 -2.60  0.464
H21 -4.01 0.59 -3.76  0.466
H22 -1.80 0.03 -2.85  0.422
H23 -2.11 -0.57 2.30  0.422
H24 -2.70 -1.69 4.39  0.481
H25 -1.98 -4.06 4.75  0.459
H26 -0.76 -5.23 2.93  0.461
H27 -0.19 -4.12 0.82  0.440


# 5
DFT (the ωB97M-V functional and the def2-TZVPD basis) results for C36H27N5P2SSm as an isolated structure in a non-equilibrium geometry.

Computed properties:
- 2S+1 = 6
- HOMO (alpha / beta) (eV) = -16.6 / -16.6
- LUMO energy (alpha / beta) (eV) = -11.4 / -9.5
- total energy (a.u.) = -3399.860100
- total charge = +3

Each line ends with the Mulliken charge.
Element x y z (Å)
Sm1 0.71 -1.18 -1.55  1.381
S1 6.27 -1.98 3.87  0.263
N1 6.42 -1.98 2.27  -0.634
C1 5.19 -1.99 1.78  0.786
C2 4.84 -2.00 0.37  0.661
C3 5.81 -2.07 -0.64  -0.546
C4 5.40 -2.07 -1.96  -0.775
C5 4.04 -1.97 -2.23  -0.268
N2 3.11 -1.89 -1.27  -0.323
C6 3.50 -1.94 0.03  -0.028
C7 2.46 -1.96 1.06  -0.759
N3 1.16 -1.98 0.66  -0.288
C8 0.19 -2.10 1.58  -0.004
C9 0.46 -2.18 2.94  -0.898
C10 1.76 -2.11 3.36  -0.675
C11 2.79 -2.01 2.41  1.070
C12 4.19 -1.98 2.77  0.701
N4 4.67 -1.97 4.01  -0.646
H1 6.85 -2.14 -0.37  0.589
H2 6.10 -2.15 -2.77  0.470
H3 3.69 -1.94 -3.26  0.425
H4 -0.83 -2.15 1.22  0.296
H5 -0.36 -2.30 3.64  0.547
H6 2.03 -2.17 4.41  0.623
N5 -1.39 0.41 -0.04  0.033
P1 -2.11 -0.66 -1.20  -0.290
C13 -3.35 0.28 -2.09  0.834
C14 -3.17 0.61 -3.43  -0.277
C15 -4.12 1.37 -4.08  -0.696
C16 -5.25 1.80 -3.40  -0.588
C17 -5.44 1.46 -2.07  -0.658
C18 -4.50 0.69 -1.41  -0.574
C19 -2.94 -1.92 -0.23  0.829
C20 -3.41 -1.72 1.07  0.132
C21 -4.12 -2.74 1.70  -0.850
C22 -4.36 -3.94 1.04  -0.557
C23 -3.89 -4.14 -0.25  -0.754
C24 -3.17 -3.13 -0.89  -0.596
P2 -0.10 1.34 -0.68  -0.008
C25 1.18 1.38 0.60  0.648
C26 0.94 1.74 1.92  -0.635
C27 2.00 1.88 2.80  -0.961
C28 3.31 1.68 2.36  -0.628
C29 3.56 1.32 1.05  -0.985
C30 2.49 1.16 0.17  0.266
C31 -0.61 3.04 -0.94  1.136
C32 0.40 3.96 -1.23  -0.732
C33 0.06 5.29 -1.44  -0.722
C34 -1.27 5.68 -1.36  -0.514
C35 -2.27 4.76 -1.08  -0.747
C36 -1.94 3.43 -0.88  -0.253
H7 -2.01 0.87 0.63  0.499
H8 -2.28 0.27 -3.96  0.286
H9 -3.98 1.63 -5.12  0.447
H10 -5.99 2.40 -3.92  0.466
H11 -6.33 1.78 -1.55  0.460
H12 -4.68 0.40 -0.38  0.405
H13 -3.23 -0.79 1.59  0.351
H14 -4.49 -2.58 2.70  0.474
H15 -4.92 -4.72 1.54  0.448
H16 -4.08 -5.07 -0.76  0.459
H17 -2.83 -3.28 -1.90  0.403
H18 -0.07 1.94 2.26  0.447
H19 1.81 2.18 3.82  0.516
H20 4.13 1.84 3.05  0.518
H21 4.58 1.20 0.70  0.562
H22 2.70 0.93 -0.88  0.556
H23 1.44 3.66 -1.28  0.398
H24 0.83 6.01 -1.66  0.431
H25 -1.54 6.72 -1.53  0.428
H26 -3.30 5.08 -1.02  0.456
H27 -2.73 2.71 -0.68  0.173


# 6
DFT (the ωB97M-V functional and the def2-TZVPD basis) results for C36H28BrF4I2N4O2PSTc as an isolated structure.

Computed properties:
- energy relative to the best compared isomer or geometry (same formula, charge and spin) (kJ/mol) = 66.0
- 2S+1 = 4
- HOMO (alpha / beta) (eV) = -12.9 / -13.0
- LUMO energy (alpha / beta) (eV) = -5.8 / -7.5
- total energy (a.u.) = -6146.901758
- total charge = +2

Each line ends with the Mulliken charge.
Element x y z (Å)
Tc1 -0.37 0.18 -0.01  0.276
I1 4.79 -0.49 -0.20  0.126
C1 3.55 -0.26 1.42  -0.425
C2 4.08 -0.30 2.73  -0.312
C3 3.29 -0.18 3.84  -0.311
I2 4.16 -0.23 5.71  0.173
C4 1.88 -0.03 3.68  0.604
C5 0.94 0.08 4.72  -0.520
C6 -0.40 0.21 4.44  -1.242
C7 -0.82 0.24 3.11  -0.323
N1 0.03 0.14 2.10  0.410
C8 1.37 0.00 2.37  0.385
C9 2.20 -0.11 1.23  -0.237
O1 1.61 -0.07 0.03  0.455
H1 5.15 -0.41 2.85  0.397
H2 1.28 0.07 5.75  0.234
H3 -1.13 0.30 5.23  0.466
H4 -1.87 0.35 2.86  0.401
F1 0.35 6.02 -3.97  -0.245
C10 0.24 4.75 -3.64  0.636
C11 0.15 3.78 -4.61  0.269
F2 0.16 4.11 -5.89  -0.257
C12 0.04 2.44 -4.25  0.571
F3 -0.02 1.55 -5.22  -0.327
C13 0.01 2.04 -2.92  -0.626
P1 -0.22 0.29 -2.47  1.853
C14 -1.59 -0.33 -3.47  0.944
C15 -2.90 -0.08 -3.06  -0.925
C16 -3.97 -0.50 -3.83  -0.685
C17 -3.74 -1.19 -5.01  -0.716
C18 -2.44 -1.44 -5.43  -0.773
C19 -1.36 -1.01 -4.67  -0.377
C20 1.26 -0.57 -3.02  1.033
C21 2.43 0.12 -3.34  -0.749
C22 3.55 -0.57 -3.76  -0.958
C23 3.53 -1.96 -3.84  -0.717
C24 2.38 -2.66 -3.49  -1.002
C25 1.25 -1.97 -3.08  -0.496
C26 0.12 3.05 -1.96  -0.219
Br1 0.24 2.70 -0.10  -0.002
C27 0.24 4.38 -2.30  0.236
F4 0.36 5.32 -1.37  -0.288
H5 -3.07 0.49 -2.15  0.338
H6 -4.98 -0.28 -3.51  0.537
H7 -4.57 -1.52 -5.61  0.433
H8 -2.26 -1.96 -6.36  0.463
H9 -0.36 -1.19 -5.02  0.501
H10 2.46 1.20 -3.28  0.445
H11 4.45 -0.02 -4.03  0.491
H12 4.41 -2.49 -4.17  0.442
H13 2.37 -3.74 -3.55  0.505
H14 0.35 -2.52 -2.84  0.840
C28 -5.61 -3.05 0.91  -1.208
C29 -5.42 -1.62 0.49  0.990
C30 -6.49 -0.86 0.04  -0.670
C31 -6.23 0.45 -0.34  -0.419
N2 -5.01 0.98 -0.26  -0.416
C32 -4.08 0.15 0.18  0.400
S1 -2.50 1.02 0.30  -0.249
N3 -4.18 -1.11 0.56  -0.245
H15 -6.66 -3.33 0.93  0.421
H16 -5.19 -3.20 1.91  0.312
H17 -5.09 -3.71 0.22  0.188
H18 -7.49 -1.26 -0.01  0.414
H19 -7.02 1.10 -0.69  0.449
C33 -2.39 -3.80 -0.47  -0.691
N4 -0.95 -3.96 -0.24  0.170
C34 -0.38 -5.32 -0.16  -0.974
C35 -0.21 -2.89 -0.08  0.293
C36 1.26 -3.00 0.14  -0.755
O2 -0.83 -1.76 -0.11  -0.278
H20 -2.83 -4.78 -0.59  0.365
H21 -2.56 -3.19 -1.36  0.274
H22 -2.84 -3.28 0.37  0.188
H23 -1.20 -6.03 -0.20  0.327
H24 0.16 -5.46 0.78  0.381
H25 0.28 -5.51 -1.00  0.349
H26 1.66 -3.94 -0.22  0.636
H27 1.45 -2.94 1.22  0.362
H28 1.77 -2.17 -0.34  -0.345


- What is the total energy in the fourth record?
  -3718.865000 a.u.


- Which of these has the lowest total energy?
  C36H27CrN6O5PSSe2